(1)
# C30H52Cl2IrN3P

A molecular structure, C30H52Cl2IrN3P at a distorted geometry (ωB97M-V with the def2-TZVPD basis set, the Open Molecules 2025 dataset).

Results
E_tot: -2704.4929 a.u.
HOMO energy (spin up / spin down): -6.06 / -7.33 eV
2S+1: 6
gap between HOMO and LUMO (spin up / spin down): 6.21 / 5.89 eV
⟨S²⟩: 8.794

The geometry in XYZ format:
```
89
Properties=species:S:1:pos:R:3:forces:R:3
P 0.185933 -0.480171 -1.226424 -0.046 0.653 -2.360
C 1.740784 0.055421 -2.260389 -0.211 -0.535 0.851
C 2.040606 -0.528513 -3.658143 -0.190 0.120 -0.082
C 3.406048 -0.043234 -4.183208 0.230 0.099 0.186
C 3.653200 1.474068 -4.060520 -0.096 -0.148 -0.059
C 3.272828 2.017479 -2.680985 -0.019 -0.104 -0.012
C 1.864407 1.580475 -2.263641 0.203 0.053 -0.053
C -1.218827 0.363198 -2.194663 0.188 -0.309 0.619
C -1.116947 0.412317 -3.719953 -0.076 -0.065 -0.020
C -2.449416 0.882722 -4.308122 -0.175 0.224 0.083
C -2.900287 2.244196 -3.751317 0.073 0.053 -0.041
C -2.815090 2.337977 -2.218976 -0.147 -0.125 -0.094
C -1.520285 1.762299 -1.640788 -0.023 -0.027 -0.003
C -0.017781 -2.209810 -1.925463 -0.047 0.350 0.369
C 1.148139 -3.131487 -1.547574 -0.131 -0.196 -0.344
C 1.089175 -4.381850 -2.441853 -0.020 -0.017 0.033
C -0.265158 -5.105070 -2.350438 -0.001 -0.151 0.182
C -1.485633 -4.172401 -2.418902 0.041 0.072 -0.026
C -1.327686 -2.913714 -1.547342 0.113 -0.337 -0.212
H 2.511464 -0.346512 -1.582190 0.095 0.279 -0.262
H 1.263207 -0.248352 -4.383190 0.210 -0.064 0.223
H 2.065723 -1.627317 -3.622585 -0.072 0.273 -0.037
H 3.524711 -0.343329 -5.234042 -0.017 -0.010 0.228
H 4.200005 -0.553973 -3.617931 -0.143 0.021 -0.059
H 4.719315 1.667576 -4.241235 -0.216 0.021 -0.087
H 3.094124 2.010572 -4.842290 0.020 -0.099 0.169
H 3.993905 1.647092 -1.939307 -0.109 0.045 -0.038
H 3.337216 3.111425 -2.675313 0.048 -0.100 -0.002
H 1.644107 1.987614 -1.266647 -0.037 -0.081 -0.215
H 1.139113 2.003409 -2.976429 0.163 -0.020 0.256
H -2.054148 -0.307247 -1.939970 -0.070 0.351 -0.051
H -3.226206 0.141197 -4.077118 0.130 -0.006 -0.039
H -0.874344 -0.576164 -4.129453 -0.037 0.191 0.016
H -0.315094 1.099776 -4.027842 -0.249 -0.144 0.056
H -2.375858 0.947744 -5.400478 -0.050 -0.066 0.115
H -3.939223 2.426573 -4.060958 0.237 0.060 -0.003
H -2.292774 3.043267 -4.205234 -0.040 -0.182 0.109
H -2.911986 3.387444 -1.914472 -0.065 -0.157 0.006
H -3.667370 1.797249 -1.781218 0.154 0.050 -0.043
H -1.599910 1.724533 -0.547061 0.055 0.018 -0.218
H -0.685154 2.434347 -1.888453 -0.157 -0.113 0.101
H -0.017331 -2.059257 -3.019604 0.054 -0.100 0.294
H 2.122138 -2.638306 -1.653853 -0.172 -0.079 0.062
H 1.036280 -3.422367 -0.493329 0.099 0.087 -0.121
H 1.277477 -4.092678 -3.488866 -0.020 0.033 0.237
H 1.888723 -5.075130 -2.155499 -0.075 0.039 -0.114
H -0.298515 -5.669437 -1.403492 -0.003 0.203 -0.151
H -0.335771 -5.857137 -3.149208 0.028 0.123 0.175
H -2.379163 -4.725663 -2.104450 0.095 0.059 -0.101
H -1.657521 -3.864242 -3.463135 0.067 -0.021 0.206
H -2.204089 -2.268801 -1.671641 0.168 -0.130 0.045
H -1.281560 -3.194980 -0.487149 -0.090 0.080 -0.159
Ir 0.045134 -0.120420 1.869996 1.357 -1.180 -2.954
Cl -1.966919 -0.795140 0.900388 -1.956 -0.916 -0.254
Cl 2.185141 -0.389289 0.960994 1.274 -0.031 -0.210
C -0.832436 1.430166 2.637269 -1.268 3.951 1.344
H -1.517128 1.278168 3.492515 0.293 -0.029 -0.396
C -0.679076 2.816599 2.272132 -0.057 -0.830 0.434
C -1.229367 3.875043 3.057903 0.163 -0.075 -0.619
C -1.185223 5.175373 2.583470 0.199 0.082 -0.283
C -0.587234 5.462720 1.338482 -0.010 -0.310 -0.021
C 0.011733 4.428366 0.593735 0.037 -0.003 0.298
C 0.010496 3.122512 1.077083 -0.017 0.724 0.101
H -1.678521 3.634796 4.020124 -0.019 0.077 -0.212
H -1.614669 5.991049 3.167775 0.107 -0.230 -0.128
H 0.489002 4.645916 -0.363607 -0.081 0.015 0.267
H 0.529624 2.300346 0.572053 -0.297 0.397 -0.052
H -0.578711 6.487111 0.955403 -0.012 -0.381 0.156
C -2.449423 -1.559046 5.531602 -0.362 -0.022 -0.179
N -1.024170 -1.499747 5.814945 -0.013 0.240 0.077
C -0.608715 -1.823360 7.173765 -0.187 -0.142 0.102
C -0.193680 -1.148269 4.799814 -0.559 -0.160 -0.814
N -0.640571 -1.157304 3.534363 0.063 -1.869 2.166
N 1.082222 -0.767898 5.024126 -0.026 0.265 0.127
C 1.603048 -0.200203 6.255125 0.491 0.296 0.518
C 1.847959 -0.459215 3.839901 0.490 -0.042 0.210
H -2.991908 -1.662774 6.473511 0.102 0.108 -0.167
H -2.702337 -2.434081 4.914673 -0.033 0.215 0.073
H -2.788095 -0.642232 5.024521 0.096 -0.366 0.098
H 0.238806 -2.520814 7.169398 -0.193 0.231 0.077
H -0.380059 -0.922051 7.760052 -0.023 -0.360 -0.083
H -1.457848 -2.319935 7.653702 0.312 0.001 -0.072
H -1.448570 -1.761453 3.383351 0.122 0.516 0.056
H 1.508509 -0.902959 7.076857 0.140 0.239 0.010
H 2.685004 -0.024309 6.117536 -0.622 -0.104 0.039
H 1.152904 0.767116 6.543787 -0.023 -0.366 -0.227
H 2.045867 -1.354579 3.253880 -0.026 0.183 0.097
H 1.346505 0.343662 3.214267 0.683 -0.293 0.939
H 2.787240 -0.016706 4.147432 0.188 -0.006 -0.133
```
Positions in Å, forces in eV/Å.

(2)
# C30H52Cl36NSi

19 unconnected molecules or ions with the total composition C30H52Cl36NSi at a distorted geometry (ωB97M-V with the def2-TZVPD basis set, the Open Molecules 2025 dataset).

Results
E_tot: -18085.2529 a.u.
relative energy (zero: lowest compared OMol25 entry of this formula, charge and spin): 0.00 kcal/mol
HOMO energy: -11.74 eV
gap between HOMO and LUMO: 8.35 eV
total charge: +1

The geometry in XYZ format:
```
120
Properties=species:S:1:pos:R:3:forces:R:3
C -1.789783 6.007976 5.101981 0.482 -0.943 -0.170
Si -1.163574 4.366227 5.792965 -0.183 0.586 0.447
C -2.625046 3.407216 6.473407 0.409 -0.102 -0.329
C 0.083032 4.830212 7.129233 -0.052 -0.048 -0.851
C -0.395091 3.506644 4.274335 0.138 -0.229 0.169
C 0.825040 3.987469 3.700570 -0.247 -0.140 -0.072
C 1.364290 3.447927 2.565858 0.141 0.148 -0.009
C 0.717583 2.386221 1.892418 -0.003 0.081 0.245
C 1.189908 1.824222 0.682731 -0.483 0.123 0.078
C 0.496723 0.817455 0.096753 0.368 0.167 -0.191
N -0.634832 0.338005 0.681617 0.019 -0.119 -0.187
C -1.119805 0.820764 1.809609 -0.280 0.319 0.357
C -0.478107 1.872180 2.463611 0.338 0.168 -0.134
C -1.003186 2.448243 3.653197 -0.178 -0.101 -0.077
H -0.907584 6.601050 4.848947 -0.158 0.240 0.003
H -2.426212 6.526331 5.810568 0.015 0.115 -0.049
H -2.329202 5.776136 4.179906 -0.197 0.277 0.044
H -3.181766 2.972469 5.640041 -0.238 0.010 0.162
H -3.264021 4.107780 7.012145 -0.078 -0.029 -0.049
H -2.336808 2.614157 7.162317 -0.012 -0.052 -0.053
H 0.676019 5.647704 6.709225 0.046 0.076 0.227
H -0.484691 5.196506 7.984439 0.091 0.059 0.043
H 0.755250 4.045382 7.455744 0.008 -0.028 0.002
H 1.326818 4.826782 4.169444 0.059 -0.060 0.022
H 2.292105 3.842001 2.169256 -0.022 -0.033 -0.057
H 2.086122 2.186999 0.203579 -0.032 0.107 -0.002
H 0.809924 0.387857 -0.847102 -0.355 -0.063 0.374
H -1.128141 -0.410535 0.209902 -0.030 -0.018 0.031
H -2.038232 0.409275 2.209269 0.095 -0.168 -0.193
H -1.932140 2.026031 4.023410 0.064 0.036 0.131
C 0.075095 0.114864 -4.178639 -0.101 0.174 -0.076
Cl 1.353983 0.041023 -2.958226 0.203 0.042 -0.731
Cl -1.514527 -0.175410 -3.456151 0.038 -0.178 0.158
H 0.078962 1.098575 -4.636847 -0.046 0.019 0.051
H 0.265803 -0.646030 -4.922331 0.031 -0.073 0.075
C 2.073470 -2.050557 -7.503623 0.151 -0.048 -0.009
Cl 3.098169 -1.891903 -6.073981 -0.090 0.318 0.132
Cl 0.737141 -0.887134 -7.470162 -0.083 -0.140 -0.187
H 2.674602 -1.869313 -8.386840 -0.003 0.099 0.024
H 1.661589 -3.050862 -7.527352 -0.002 -0.014 0.036
C -1.044676 -4.606254 -7.225109 -0.087 0.053 0.016
Cl -2.481334 -5.328984 -7.942526 -0.001 0.013 0.024
Cl 0.447117 -5.375593 -7.809208 -0.036 0.040 0.043
H -1.012175 -3.554326 -7.487753 0.022 -0.022 -0.067
H -1.093524 -4.727493 -6.148834 0.014 -0.068 -0.010
C -4.268118 2.373758 -5.184265 0.017 -0.076 -0.140
Cl -2.765420 1.800762 -5.925890 0.052 0.099 -0.153
Cl -5.594845 2.431509 -6.347380 -0.014 0.002 0.046
H -4.536171 1.697919 -4.382226 0.020 -0.062 -0.039
H -4.097783 3.369598 -4.801275 0.040 0.045 -0.098
C -2.690270 -2.498117 3.791048 0.022 -0.112 -0.075
Cl -3.005415 -2.985572 2.119995 0.034 0.036 -0.016
Cl -3.160597 -0.814426 4.079393 -0.116 -0.027 0.193
H -3.266130 -3.129464 4.456760 -0.071 0.024 -0.042
H -1.632582 -2.602582 3.991133 0.021 0.090 -0.054
C 0.496994 -8.118930 -5.239512 0.005 0.013 -0.059
Cl 1.754011 -8.130142 -3.991160 0.086 0.051 -0.085
Cl -1.106177 -8.437894 -4.564666 -0.010 0.016 -0.029
H 0.488967 -7.143254 -5.706712 0.006 0.037 0.029
H 0.726171 -8.884662 -5.970748 -0.002 -0.067 0.072
C 3.366521 -3.148824 -1.511259 0.024 -0.097 -0.076
Cl 4.779872 -2.313095 -2.158177 0.001 -0.012 0.003
Cl 2.248797 -2.015384 -0.726799 0.117 -0.300 0.362
H 2.845591 -3.637576 -2.326300 -0.017 0.079 -0.032
H 3.692999 -3.874847 -0.775711 0.005 0.053 0.048
C 0.146059 -9.778085 -1.241292 -0.106 0.003 -0.055
Cl -0.323716 -11.452931 -1.531987 -0.016 0.012 -0.006
Cl 1.618738 -9.665816 -0.260215 0.015 0.016 -0.014
H 0.341378 -9.303720 -2.194341 0.012 -0.050 0.061
H -0.657521 -9.277314 -0.714745 0.027 -0.037 0.067
C 0.150322 2.722980 10.573354 0.016 -0.026 0.082
Cl -0.161370 2.100773 8.939112 0.020 -0.166 0.457
Cl -0.340054 4.405707 10.776757 -0.009 -0.012 0.001
H -0.410386 2.118326 11.275619 -0.050 0.004 -0.039
H 1.212988 2.645740 10.769062 0.013 0.042 -0.067
C 5.005339 -0.561082 1.589043 0.083 -0.112 0.001
Cl 6.031555 -0.318326 3.003125 0.004 -0.010 -0.032
Cl 3.625541 0.555717 1.553665 0.380 -0.170 -0.084
H 5.597887 -0.396046 0.697318 -0.018 0.066 0.002
H 4.616394 -1.572993 1.608460 -0.067 0.032 0.073
C -0.340265 3.982874 -7.961958 -0.067 -0.072 0.247
Cl 0.267360 2.327163 -7.786073 0.030 0.052 -0.021
Cl 0.933996 5.183671 -7.717254 -0.029 0.016 -0.010
H -0.740740 4.098202 -8.962690 0.045 -0.032 -0.016
H -1.122360 4.148275 -7.221844 0.597 -0.256 -0.286
C -0.451673 -1.696428 7.503331 -0.065 0.114 0.084
Cl -0.450463 -3.045132 6.358924 0.072 -0.099 0.129
Cl -0.412766 -0.140862 6.660159 0.014 -0.109 -0.172
H -1.350476 -1.742738 8.106488 -0.047 -0.017 -0.075
H 0.428079 -1.776547 8.131681 0.034 0.015 -0.053
C 3.801092 -7.749912 2.137871 -0.003 -0.109 0.020
Cl 5.155432 -6.851069 1.442138 -0.001 -0.018 -0.031
Cl 2.614948 -6.675621 2.890434 -0.044 0.006 -0.002
H 3.309979 -8.309504 1.351140 -0.006 0.120 -0.034
H 4.183227 -8.423197 2.895581 0.048 0.077 0.043
C 5.366010 -5.276533 -7.484857 0.070 -0.038 -0.005
Cl 5.462879 -4.404538 -9.017673 0.019 -0.004 0.002
Cl 3.827179 -4.978303 -6.662350 0.077 -0.374 0.007
H 5.454449 -6.338139 -7.681095 -0.063 0.006 -0.045
H 6.169869 -4.940414 -6.841126 -0.032 0.073 -0.002
C -3.930818 6.111315 -8.300469 -0.061 0.064 -0.065
Cl -3.087580 5.204365 -7.028698 -0.558 0.382 0.167
Cl -4.692434 5.034754 -9.469487 0.006 0.022 -0.007
H -4.694156 6.723744 -7.836290 -0.022 -0.065 0.043
H -3.205016 6.730108 -8.814481 0.044 -0.054 0.007
C 2.969839 -1.472613 5.510839 0.021 -0.052 0.054
Cl 2.911916 -2.750143 4.287936 0.013 -0.041 -0.006
Cl 2.874107 0.128313 4.782835 -0.117 0.124 0.174
H 2.125991 -1.604159 6.176854 -0.063 0.009 -0.053
H 3.903148 -1.550906 6.056116 0.049 -0.011 -0.094
C -3.533631 8.533913 3.097972 0.113 0.018 0.007
Cl -3.892853 8.611716 4.823402 -0.141 0.205 -0.021
Cl -4.737605 7.589269 2.209887 0.024 -0.026 -0.034
H -3.520630 9.541708 2.701004 -0.087 0.002 0.008
H -2.566161 8.061783 2.971462 -0.024 -0.049 0.029
C -3.705939 3.569630 -1.158241 -0.010 0.067 0.059
Cl -2.210661 2.978488 -1.907440 -0.010 0.002 0.098
Cl -5.034544 3.638552 -2.317416 -0.110 0.103 0.282
H -3.981068 2.893676 -0.357332 -0.010 -0.052 -0.049
H -3.531518 4.566244 -0.770257 0.028 0.023 -0.074
```
Positions in Å, forces in eV/Å.